Entry 1:
{
  "formula": "C59H70CrGe2N6O2S5",
  "method": "ωB97M-V with the def2-TZVPD basis set",
  "elements": ["Cr", "C", "C", "S", "C", "C", "S", "C", "C", "S", "H", "H", "H", "H", "H", "H", "H", "H", "H", "H", "H", "H", "S", "C", "N", "C", "C", "C", "C", "C", "C", "H", "H", "H", "H", "H", "O", "C", "N", "C", "C", "O", "N", "C", "C", "C", "C", "C", "C", "C", "C", "C", "C", "C", "C", "H", "H", "H", "H", "H", "H", "H", "H", "H", "H", "H", "C", "C", "C", "C", "N", "N", "H", "H", "H", "H", "H", "H", "H", "H", "H", "H", "H", "H", "N", "S", "C", "C", "C", "C", "C", "C", "C", "C", "C", "C", "C", "C", "H", "H", "H", "H", "H", "H", "H", "H", "H", "H", "H", "C", "Ge", "C", "C", "Ge", "C", "C", "C", "C", "C", "C", "C", "C", "C", "C", "C", "C", "H", "H", "H", "H", "H", "H", "H", "H", "H", "H", "H", "H", "H", "H", "H", "H", "H", "H", "H"],
  "positions_angstrom": [[0.99, 0.95, -0.97], [-0.09, -6.19, -0.55], [-1.06, -5.29, -1.30], [-0.63, -3.52, -1.25], [-1.99, -2.81, -0.27], [-1.88, -3.08, 1.22], [-0.31, -2.44, 1.89], [0.32, -3.91, 2.77], [0.90, -4.98, 1.85], [-0.33, -6.20, 1.26], [0.94, -5.92, -0.75], [-0.25, -7.23, -0.85], [-2.07, -5.40, -0.91], [-1.07, -5.56, -2.36], [-2.93, -3.21, -0.67], [-1.95, -1.74, -0.48], [-1.91, -4.14, 1.43], [-2.71, -2.59, 1.75], [-0.47, -4.32, 3.40], [1.11, -3.51, 3.41], [1.67, -5.54, 2.39], [1.35, -4.52, 0.97], [0.08, 3.89, -4.22], [0.92, 2.77, -3.23], [0.42, 2.56, -2.05], [-0.71, 3.33, -1.84], [-1.47, 3.37, -0.67], [-2.58, 4.19, -0.64], [-2.94, 4.97, -1.75], [-2.20, 4.94, -2.91], [-1.07, 4.13, -2.94], [1.81, 2.28, -3.60], [-1.21, 2.75, 0.17], [-3.19, 4.23, 0.25], [-3.82, 5.59, -1.70], [-2.47, 5.53, -3.77], [-1.80, 0.45, -1.88], [-1.02, -0.03, -2.69], [-1.32, -0.54, -3.92], [-0.12, -0.96, -4.63], [0.94, -0.71, -3.53], [2.14, -0.94, -3.60], [0.34, -0.14, -2.47], [-0.22, -2.40, -5.13], [0.86, -3.27, -5.04], [0.75, -4.57, -5.51], [-0.43, -5.01, -6.08], [-1.51, -4.14, -6.18], [-1.40, -2.84, -5.71], [0.18, -0.02, -5.81], [-0.84, 0.70, -6.42], [-0.58, 1.58, -7.46], [0.72, 1.74, -7.91], [1.75, 1.02, -7.33], [1.48, 0.14, -6.29], [-2.26, -0.62, -4.26], [1.79, -2.93, -4.60], [1.60, -5.24, -5.44], [-0.52, -6.02, -6.46], [-2.44, -4.47, -6.63], [-2.24, -2.17, -5.81], [-1.87, 0.59, -6.08], [-1.39, 2.13, -7.91], [0.93, 2.42, -8.73], [2.77, 1.14, -7.68], [2.29, -0.42, -5.83], [4.54, 4.10, -1.02], [3.44, 3.93, 0.03], [4.06, 3.87, 1.43], [2.43, 5.07, -0.08], [2.77, 2.66, -0.33], [1.73, 2.20, 0.55], [5.04, 5.06, -0.88], [4.11, 4.08, -2.02], [5.28, 3.30, -0.93], [4.68, 4.75, 1.61], [4.69, 2.98, 1.53], [3.29, 3.85, 2.21], [2.93, 6.03, 0.04], [1.64, 5.01, 0.68], [1.96, 5.05, -1.07], [3.47, 1.93, -0.37], [1.14, 3.00, 0.78], [2.08, 1.85, 1.44], [1.87, -0.66, -0.13], [3.21, -0.81, 0.72], [3.69, -2.54, 0.59], [3.67, -3.18, -0.64], [4.12, -4.48, -0.72], [4.60, -5.13, 0.41], [4.61, -4.48, 1.64], [4.15, -3.17, 1.73], [4.63, -0.22, -0.27], [4.50, 0.01, -1.63], [5.62, 0.45, -2.33], [6.82, 0.66, -1.68], [6.93, 0.43, -0.31], [5.82, -0.01, 0.40], [1.60, -1.51, -0.61], [3.30, -2.67, -1.53], [4.12, -4.99, -1.68], [4.95, -6.15, 0.34], [4.99, -4.98, 2.52], [4.14, -2.65, 2.68], [3.56, -0.17, -2.15], [5.54, 0.63, -3.40], [7.69, 1.00, -2.23], [7.86, 0.60, 0.21], [5.89, -0.19, 1.47], [-2.36, -2.27, 4.74], [-2.46, -0.30, 4.44], [-2.52, 0.51, 6.25], [-4.23, 0.02, 3.59], [-0.55, 0.73, 3.07], [-0.68, 2.70, 3.48], [0.36, 3.62, 3.37], [0.16, 4.97, 3.59], [-1.09, 5.44, 3.95], [-2.14, 4.55, 4.07], [-1.94, 3.20, 3.82], [1.13, 0.13, 4.01], [1.06, -1.06, 4.75], [2.20, -1.64, 5.30], [3.44, -1.03, 5.15], [3.52, 0.17, 4.45], [2.38, 0.72, 3.89], [-3.38, -2.66, 4.80], [-1.85, -2.48, 5.67], [-1.85, -2.79, 3.93], [-3.46, 0.21, 6.72], [-2.48, 1.60, 6.21], [-1.69, 0.16, 6.86], [-4.98, -0.51, 4.19], [-4.27, -0.36, 2.57], [-4.48, 1.07, 3.58], [1.36, 3.27, 3.13], [0.99, 5.66, 3.49], [-1.25, 6.50, 4.13], [-3.12, 4.90, 4.37], [-2.78, 2.52, 3.88], [0.11, -1.55, 4.89], [2.11, -2.56, 5.86], [4.32, -1.48, 5.57], [4.47, 0.67, 4.36], [2.50, 1.67, 3.37]],
  "gap_ev": [7.38, 6.59],
  "multiplicity": 6,
  "total_charge": 1,
  "s2": 8.767,
  "e_homo_ev": [-9.3, -10.0]
}

=====

Entry 2:
{
  "formula": "C3H10P2",
  "method": "ωB97M-V with the def2-TZVPD basis set",
  "elements": ["C", "C", "C", "P", "P", "H", "H", "H", "H", "H", "H", "H", "H", "H", "H"],
  "positions_angstrom": [[1.16, 1.36, -1.02], [1.60, -0.34, 0.74], [1.78, 0.21, -0.72], [-2.84, -1.77, 0.10], [-2.92, 0.43, 0.55], [1.39, 2.02, -1.81], [-2.66, 0.82, -0.83], [0.37, 1.88, -0.28], [0.71, 0.29, 1.12], [2.55, -0.08, 1.26], [1.61, -1.39, 0.77], [2.55, -0.36, -1.24], [-1.62, -1.79, -0.57], [-2.23, -1.98, 1.37], [-1.45, 0.69, 0.57]],
  "gap_ev": 10.64,
  "total_charge": 0,
  "e_homo_ev": -9.7
}

=====

Entry 3:
{
  "formula": "C5H8NO",
  "method": "ωB97M-V with the def2-TZVPD basis set",
  "elements": ["C", "C", "C", "C", "C", "N", "O", "H", "H", "H", "H", "H", "H", "H", "H"],
  "positions_angstrom": [[1.70, 1.11, -1.84], [1.04, 0.75, -0.85], [0.85, -1.01, 1.15], [-0.82, 0.92, 0.66], [0.47, 0.24, 0.30], [-1.37, -1.44, -1.06], [-2.46, -1.02, -0.54], [2.17, 1.79, -2.48], [1.69, -1.42, 0.70], [1.01, -0.58, 2.11], [0.16, -1.78, 1.05], [-1.75, 0.28, 0.27], [-0.85, 0.86, 1.71], [-0.96, 1.98, 0.45], [-0.89, -0.69, -1.63]],
  "gap_ev": [6.73, 5.69],
  "total_charge": -1,
  "e_homo_ev": [-2.4, -1.6]
}

=====

Entry 4:
{
  "formula": "C3H15N2O2",
  "method": "ωB97M-V with the def2-TZVPD basis set",
  "elements": ["C", "N", "C", "N", "C", "H", "H", "H", "H", "H", "H", "H", "H", "H", "H", "H", "H", "H", "O", "H", "H", "O"],
  "positions_angstrom": [[-1.87, -0.69, -0.77], [-2.38, 0.70, -0.73], [-0.40, -0.67, -0.26], [0.13, 0.67, 0.03], [1.38, 1.07, -0.60], [-2.46, -1.37, -0.15], [-1.88, -1.11, -1.77], [-3.19, 0.82, -0.14], [-2.57, 1.00, -1.68], [-0.35, -1.37, 0.58], [0.35, -1.20, -0.85], [0.18, 0.93, 1.04], [-0.65, 1.30, -0.31], [2.25, 0.58, -0.17], [1.44, 0.70, -1.62], [1.45, 2.15, -0.67], [2.35, -3.54, 0.35], [2.42, -2.52, -0.71], [1.80, -2.85, -0.05], [1.02, 2.53, 2.71], [0.27, 1.23, 3.27], [0.70, 1.64, 2.50]],
  "gap_ev": 11.31,
  "total_charge": 1,
  "e_homo_ev": -14.0
}

=====

Electronic energy? In order: -270981.21230, -21848.00626, -8846.53032, -10423.25708 eV.
Energy above the lowest of the compared OMol25 structures with the same formula, charge and spin? In order: 103.2, 119.3, 454.0, 74.2 kJ/mol.